Below is a structure of composition C42H59CsN8O3S3Te at a distorted geometry, with properties calculated with wB97M-V/def2-TZVPD.

Its net charge is -2.

Cartesian coordinates (Å):
Cs  -0.394  -1.007  0.823
C  -3.381  -1.837  -0.710
C  -3.528  -1.446  0.735
N  -3.446  -0.199  1.010
N  -3.660  0.097  2.351
C  -2.940  1.036  2.848
S  -1.678  2.047  2.209
S  -3.225  1.353  4.581
C  -4.344  0.008  5.064
C  -5.786  0.166  4.664
C  -6.387  -0.761  3.820
C  -7.726  -0.633  3.473
C  -8.481  0.426  3.960
C  -7.886  1.358  4.801
C  -6.550  1.226  5.149
C  -3.738  -2.535  1.731
C  -4.865  -3.337  1.617
C  -5.166  -4.337  2.536
C  -4.274  -4.543  3.588
C  -3.115  -3.802  3.700
C  -2.756  -2.789  2.758
O  -1.648  -2.166  2.802
H  -3.396  -0.957  -1.351
H  -4.219  -2.486  -0.982
H  -2.471  -2.412  -0.916
H  -4.270  -0.001  6.156
H  -3.940  -0.930  4.684
H  -5.791  -1.573  3.423
H  -8.175  -1.362  2.809
H  -9.523  0.529  3.680
H  -8.463  2.194  5.182
H  -6.078  1.966  5.787
H  -5.562  -3.141  0.805
H  -6.069  -4.927  2.442
H  -4.487  -5.306  4.331
H  -2.416  -3.984  4.509
C  5.317  0.987  -0.852
N  4.270  0.340  -1.623
C  3.367  -0.429  -0.782
C  3.728  0.973  -2.718
N  2.457  0.967  -2.884
C  1.840  1.168  -4.118
C  2.395  0.769  -5.336
C  1.738  0.965  -6.544
C  0.485  1.557  -6.547
C  -0.106  1.909  -5.341
C  0.536  1.712  -4.115
N  -0.154  1.910  -2.920
C  -0.782  3.014  -2.704
N  -0.380  4.259  -3.196
C  -1.309  5.163  -3.821
C  1.015  4.524  -3.427
N  -1.901  3.036  -1.925
C  -2.143  4.108  -0.967
C  -2.495  1.763  -1.530
N  4.677  1.577  -3.550
C  4.394  2.789  -4.269
C  5.892  0.903  -3.923
H  6.016  0.239  -0.469
H  4.889  1.518  0.008
H  5.862  1.703  -1.461
H  3.945  -1.144  -0.191
H  2.615  -0.967  -1.354
H  2.847  0.232  -0.082
H  3.362  0.279  -5.329
H  2.196  0.636  -7.469
H  -0.051  1.709  -7.477
H  -1.116  2.304  -5.327
H  -2.329  4.883  -3.567
H  -1.207  5.142  -4.916
H  -1.139  6.193  -3.487
H  1.610  3.857  -2.804
H  1.238  5.559  -3.145
H  1.312  4.378  -4.474
H  -1.426  4.913  -1.111
H  -2.053  3.716  0.050
H  -3.156  4.503  -1.092
H  -2.352  1.039  -2.326
H  -3.560  1.915  -1.341
H  -2.066  1.393  -0.597
H  3.472  3.231  -3.903
H  4.270  2.616  -5.345
H  5.212  3.505  -4.125
H  6.010  -0.003  -3.334
H  6.770  1.542  -3.763
H  5.876  0.625  -4.987
C  2.500  -5.667  1.860
Te  1.498  -4.120  0.656
C  3.264  -4.024  -0.534
H  3.483  -5.353  2.222
H  2.627  -6.563  1.251
H  1.868  -5.913  2.715
H  3.457  -4.983  -1.014
H  4.110  -3.758  0.101
H  3.083  -3.254  -1.274
C  1.400  1.078  4.034
S  2.353  1.074  2.514
O  3.172  2.323  2.477
C  3.499  -0.234  2.983
C  4.832  0.108  3.145
C  5.756  -0.884  3.446
C  5.344  -2.204  3.571
C  4.007  -2.536  3.392
C  3.078  -1.550  3.094
H  2.054  1.372  4.853
H  0.979  0.083  4.186
H  0.575  1.776  3.880
H  5.116  1.146  3.026
H  6.801  -0.626  3.574
H  6.066  -2.980  3.795
H  3.678  -3.565  3.464
H  2.044  -1.831  2.924
C  0.659  -2.871  -2.390
O  0.806  -2.458  -1.089
H  0.488  -2.022  -3.079
H  -0.192  -3.568  -2.540
H  1.544  -3.411  -2.797



Below is a cluster of 13 separate species, C72H206N33O17P11 in total at a distorted geometry, with properties calculated with wB97M-V/def2-TZVPD.

Cartesian coordinates (Å):
O  17.911  20.354  13.789
P  17.630  19.053  13.046
N  16.456  18.088  13.671
C  15.047  18.400  13.568
C  16.703  17.138  14.722
N  18.967  18.202  12.790
C  18.894  16.857  12.104
C  20.275  18.735  12.886
N  16.933  19.388  11.541
C  16.996  20.724  10.972
C  16.321  18.366  10.692
H  14.877  18.976  12.663
H  14.735  18.941  14.474
H  14.503  17.452  13.595
H  16.477  17.566  15.734
H  17.777  16.852  14.763
H  16.125  16.243  14.726
H  19.261  16.948  11.070
H  19.522  16.136  12.672
H  17.914  16.415  12.068
H  20.839  18.482  11.992
H  20.268  19.807  12.907
H  20.774  18.429  13.788
H  17.819  20.703  10.259
H  16.173  20.845  10.262
H  17.142  21.475  11.735
H  15.350  18.584  10.203
H  16.279  17.413  11.249
H  17.074  18.232  9.897
O  22.908  23.016  16.267
P  22.059  22.412  17.350
N  20.850  23.423  17.848
C  20.621  24.606  17.065
C  19.805  23.178  18.797
N  22.952  21.965  18.723
C  22.437  21.169  19.802
C  24.334  22.356  18.800
N  21.283  21.011  16.856
C  20.104  21.066  16.006
C  21.998  19.741  16.804
H  21.127  24.547  16.106
H  20.958  25.562  17.495
H  19.558  24.678  16.821
H  19.668  22.129  19.049
H  18.839  23.413  18.269
H  19.934  23.774  19.687
H  21.614  20.608  19.421
H  23.212  20.523  20.188
H  22.159  21.847  20.617
H  24.411  23.125  19.549
H  25.052  21.591  19.106
H  24.676  22.788  17.875
H  19.400  21.810  16.319
H  20.318  21.243  14.938
H  19.632  20.080  15.941
H  22.760  19.754  17.578
H  22.521  19.654  15.837
H  21.311  18.907  16.924
O  19.881  23.426  26.190
P  19.515  22.048  26.425
N  18.157  22.073  27.309
C  17.545  20.946  28.018
C  17.297  23.225  27.508
N  20.629  21.175  27.258
C  20.927  21.590  28.627
C  21.868  20.723  26.581
N  19.232  21.223  25.036
C  19.284  21.896  23.786
C  18.682  19.842  24.919
H  18.334  20.443  28.591
H  17.109  20.276  27.279
H  16.760  21.341  28.698
H  17.631  24.049  26.876
H  17.389  23.525  28.555
H  16.244  23.095  27.225
H  19.975  21.788  29.131
H  21.418  20.759  29.166
H  21.559  22.472  28.747
H  22.326  20.040  27.308
H  21.669  20.162  25.678
H  22.573  21.557  26.345
H  19.815  21.229  23.082
H  18.235  21.995  23.485
H  19.807  22.838  23.941
H  17.643  19.916  24.558
H  18.635  19.314  25.862
H  19.250  19.251  24.188
O  14.039  25.029  22.090
P  15.375  25.648  21.987
N  15.322  27.279  21.701
C  15.797  28.343  22.531
C  14.459  27.642  20.531
N  16.280  25.014  20.746
C  16.185  23.577  20.473
C  17.562  25.681  20.404
N  16.130  25.537  23.406
C  16.960  24.368  23.582
C  15.448  25.908  24.598
H  16.088  29.252  21.942
H  16.613  27.995  23.171
H  14.961  28.735  23.173
H  13.482  27.930  20.905
H  14.320  26.747  19.905
H  14.899  28.555  20.115
H  16.798  23.032  21.197
H  15.127  23.294  20.605
H  16.471  23.332  19.422
H  17.478  26.763  20.574
H  18.394  25.360  21.019
H  17.799  25.539  19.364
H  17.937  24.377  23.082
H  17.178  24.153  24.628
H  16.453  23.481  23.199
H  15.002  25.006  25.038
H  14.630  26.588  24.343
H  16.101  26.414  25.317
O  17.075  13.222  24.775
P  17.675  13.370  23.424
N  18.732  12.198  22.877
C  20.001  11.967  23.603
C  18.126  10.938  22.498
N  18.555  14.772  23.454
C  18.420  15.772  24.466
C  19.575  15.096  22.453
N  16.522  13.531  22.259
C  15.159  13.827  22.627
C  16.860  13.786  20.870
H  20.705  12.745  23.336
H  20.519  11.093  23.201
H  19.990  11.790  24.694
H  17.774  10.323  23.345
H  18.895  10.370  21.926
H  17.303  11.196  21.845
H  19.362  15.899  25.013
H  18.170  16.698  23.896
H  17.610  15.538  25.122
H  19.154  15.870  21.761
H  20.506  15.511  22.868
H  19.804  14.284  21.777
H  15.060  13.874  23.690
H  14.903  14.783  22.165
H  14.521  13.046  22.201
H  16.902  14.867  20.714
H  16.136  13.334  20.155
H  17.860  13.409  20.671
O  10.325  22.597  12.865
P  11.576  22.740  13.647
N  11.631  21.964  15.128
C  12.022  20.565  15.309
C  10.918  22.595  16.232
N  11.833  24.354  13.852
C  10.826  25.347  13.785
C  12.786  24.752  14.897
N  12.871  22.134  12.824
C  12.685  21.610  11.468
C  14.251  22.213  13.324
H  13.116  20.483  15.196
H  11.558  19.866  14.617
H  11.845  20.365  16.354
H  11.486  22.335  17.152
H  9.910  22.210  16.368
H  10.916  23.685  16.095
H  11.268  26.161  13.184
H  9.902  25.019  13.326
H  10.620  25.714  14.772
H  12.325  25.249  15.748
H  13.366  23.883  15.223
H  13.527  25.364  14.428
H  12.749  22.396  10.722
H  13.499  20.888  11.251
H  11.770  21.075  11.383
H  14.848  21.364  12.976
H  14.266  22.191  14.419
H  14.770  23.155  13.085
O  15.490  26.033  13.298
P  16.674  25.952  14.172
N  17.410  24.423  14.292
C  18.618  24.056  13.578
C  16.899  23.315  15.051
N  16.160  26.298  15.723
C  16.883  25.833  16.940
C  15.177  27.350  15.958
N  17.929  26.933  13.767
C  19.081  27.009  14.590
C  17.735  27.930  12.740
H  19.239  23.430  14.219
H  19.243  24.885  13.218
H  18.264  23.461  12.711
H  16.007  23.555  15.612
H  17.635  22.856  15.712
H  16.642  22.522  14.343
H  16.277  25.184  17.582
H  17.727  25.260  16.591
H  17.213  26.670  17.556
H  15.642  28.198  16.524
H  14.925  27.726  14.975
H  14.244  27.090  16.507
H  19.286  26.133  15.197
H  19.988  27.093  14.031
H  19.022  27.822  15.299
H  17.171  27.538  11.884
H  18.808  28.272  12.476
H  17.216  28.852  13.143
O  14.338  19.541  24.792
P  13.958  18.931  26.075
N  13.025  17.633  25.683
C  12.741  16.544  26.632
C  12.109  17.705  24.525
N  13.025  19.978  26.962
C  11.588  19.761  26.982
C  13.599  21.265  27.291
N  15.176  18.437  27.051
C  16.109  17.473  26.406
C  15.066  18.451  28.499
H  12.460  15.657  26.058
H  11.920  16.687  27.335
H  13.636  16.224  27.194
H  12.388  16.851  23.931
H  12.308  18.649  24.033
H  11.082  17.548  24.869
H  11.384  18.706  26.990
H  11.210  20.148  27.944
H  11.077  20.269  26.140
H  13.845  21.382  28.341
H  14.562  21.364  26.752
H  12.996  22.147  27.037
H  15.959  17.417  25.320
H  17.179  17.785  26.557
H  15.961  16.461  26.784
H  16.050  18.590  28.932
H  14.666  17.547  28.950
H  14.483  19.263  28.853
O  10.039  14.871  18.176
P  11.070  15.960  18.421
N  11.881  16.320  17.052
C  12.977  17.247  16.971
C  11.642  15.704  15.755
N  12.115  15.519  19.576
C  13.091  16.350  20.236
C  12.080  14.127  19.964
N  10.506  17.387  19.028
C  9.812  18.381  18.211
C  10.258  17.584  20.444
H  13.856  16.655  16.758
H  13.101  17.853  17.861
H  12.795  17.911  16.115
H  12.615  15.387  15.371
H  11.191  16.433  15.070
H  11.017  14.835  15.860
H  12.874  17.373  19.891
H  12.948  16.304  21.337
H  14.105  16.026  20.006
H  11.768  13.978  21.026
H  11.363  13.564  19.391
H  13.121  13.754  19.867
H  10.148  18.391  17.165
H  8.712  18.197  18.146
H  10.036  19.356  18.640
H  10.918  16.982  21.096
H  9.223  17.352  20.716
H  10.443  18.613  20.773
O  21.880  18.764  22.049
P  23.084  17.905  22.174
N  23.485  17.123  20.757
C  22.619  16.103  20.150
C  24.239  17.899  19.718
N  23.017  16.688  23.269
C  23.801  15.493  23.302
C  22.673  17.088  24.618
N  24.308  18.871  22.761
C  25.725  18.523  22.707
C  23.995  20.279  22.860
H  23.250  15.407  19.554
H  21.902  16.554  19.476
H  22.116  15.535  20.912
H  23.549  18.267  18.959
H  24.970  17.216  19.271
H  24.739  18.700  20.250
H  23.226  14.667  23.712
H  24.112  15.248  22.292
H  24.681  15.769  23.896
H  22.283  16.248  25.205
H  23.546  17.551  25.112
H  21.919  17.861  24.644
H  25.875  17.457  22.897
H  26.337  18.783  21.821
H  26.127  19.056  23.567
H  24.564  20.933  22.205
H  24.234  20.541  23.910
H  22.918  20.433  22.763
O  16.503  17.297  19.163
P  16.832  18.647  19.668
N  16.294  19.916  18.770
C  14.941  20.370  18.877
C  17.051  20.596  17.739
N  18.452  18.873  19.653
C  19.291  17.817  19.258
C  18.999  19.571  20.816
N  16.159  18.769  21.138
C  15.974  20.080  21.769
C  15.712  17.694  21.990
H  14.866  21.377  19.298
H  14.332  19.652  19.436
H  14.401  20.313  17.897
H  17.058  20.026  16.793
H  18.071  20.815  18.076
H  16.490  21.535  17.541
H  19.627  17.197  20.112
H  18.674  17.237  18.577
H  20.146  18.232  18.737
H  18.882  18.920  21.717
H  20.064  19.783  20.727
H  18.493  20.535  21.004
H  16.313  20.837  21.045
H  14.886  20.187  22.000
H  16.577  20.207  22.660
H  16.575  17.056  22.327
H  15.004  17.013  21.445
H  15.149  18.093  22.882
C  19.624  13.971  17.698
C  18.781  14.790  16.769
O  19.752  15.854  16.416
C  20.935  15.658  16.990
O  21.899  16.329  16.806
O  20.950  14.514  17.709
H  19.764  12.924  17.471
H  19.180  14.022  18.707
H  17.932  15.243  17.262
H  18.411  14.274  15.899
C  11.994  21.122  22.754
C  12.620  22.398  22.236
O  12.427  22.273  20.819
C  12.103  20.978  20.538
O  11.949  20.536  19.417
O  12.121  20.253  21.641
H  10.892  21.218  22.849
H  12.505  20.824  23.645
H  13.692  22.454  22.413
H  12.052  23.245  22.625



Across the entries above, HOMO level takes the values -1.946 -7.995 eV, respectively.